Below is a structure of composition C16H28F6N4O4S5Ta at a distorted geometry, with properties calculated with the ωB97M-V functional and the def2-TZVPD basis.

The geometry in XYZ format:
```
64
Properties=species:S:1:pos:R:3:nbo_charge:R:1
Ta -0.2177 0.2442 0.9075 1.960
C -1.8946 0.4327 -3.1152 -0.550
C -1.9455 -1.0159 -2.6472 -0.536
S -1.6056 -1.3783 -0.8934 0.362
C -0.3493 -2.6799 -0.9903 -0.522
C 0.8732 -2.3072 -1.7937 -0.562
S 1.6959 -0.8349 -1.1434 0.420
C 2.0535 0.0607 -2.6868 -0.533
C 0.8874 0.4592 -3.5899 -0.559
S -0.4029 1.3313 -2.6877 0.245
H -2.7097 1.0215 -2.6914 0.239
H -2.0324 0.4412 -4.1973 0.276
H -1.2691 -1.6457 -3.2207 0.241
H -2.9542 -1.4010 -2.8061 0.278
H -0.8363 -3.5677 -1.3972 0.287
H -0.0974 -2.9042 0.0469 0.259
H 0.6602 -2.1491 -2.8474 0.244
H 1.5847 -3.1327 -1.7296 0.290
H 2.7307 -0.6000 -3.2334 0.277
H 2.6386 0.9254 -2.3722 0.256
H 0.4563 -0.4081 -4.0886 0.232
H 1.2615 1.1250 -4.3668 0.279
F -0.1545 2.0327 5.8256 -0.238
C -1.1100 2.2195 4.9673 0.862
F -2.2940 1.9787 5.4524 -0.248
F -1.0447 3.4089 4.4019 -0.275
S -0.8401 1.0190 3.5329 2.128
O 0.4815 1.2880 2.9164 -0.885
O -1.8157 1.2408 2.4220 -0.928
N -0.9983 -0.4204 4.1193 -1.112
S -1.6750 -1.5083 3.2069 2.166
O -1.0165 -1.3159 1.7796 -1.005
O -1.6202 -2.8354 3.6694 -0.747
C -3.5251 -1.1142 2.8815 0.832
F -3.6711 -0.5811 1.6827 -0.288
F -4.1197 -2.2687 2.9412 -0.241
F -3.9226 -0.2913 3.8183 -0.267
C -3.7362 4.2561 0.8728 -0.431
C -3.8935 2.9931 0.0508 -0.215
N -2.5552 2.3806 -0.1404 -0.546
C -1.4035 2.9563 0.2114 0.687
N -0.2850 2.1421 0.2964 -0.777
C 1.0123 2.8445 0.1875 -0.231
C 1.0192 3.9960 1.1775 -0.434
C -0.1016 4.9580 0.8324 -0.211
N -1.3414 4.2472 0.4331 -0.340
C -2.5768 5.0509 0.3021 -0.221
H -3.5245 4.0054 1.9150 0.219
H -4.6536 4.8406 0.8477 0.277
H -4.3143 3.2158 -0.9291 0.229
H -4.5346 2.2639 0.5431 0.236
H -2.5265 1.4061 -0.3919 0.401
H 1.1164 3.1869 -0.8453 0.242
H 1.8267 2.1378 0.3873 0.240
H 1.9754 4.5164 1.1410 0.274
H 0.8887 3.6071 2.1861 0.226
H 0.1777 5.6102 0.0035 0.237
H -0.3452 5.5918 1.6833 0.244
H -2.7373 5.2772 -0.7544 0.233
H -2.4177 5.9897 0.8256 0.253
C 1.6490 -0.6301 1.6288 -1.013
H 1.7648 -1.6349 1.2250 0.253
H 1.5333 -0.6858 2.7105 0.259
H 2.5251 -0.0210 1.4022 0.269
```

LUMO energy	-10.613	eV
HOMO	-0.6412	hartree
net charge	+3
E_tot	-103202.0008	eV
ΔE to the lowest compared entry with this formula, charge and spin	230.2	kJ/mol